[1]
DFT (ωB97M-V with the def2-TZVPD basis set) results for a cluster of 2 separate species, C7H9NO2S in total.

Results
HOMO   -8.549 eV
Frontier orbital gap   8.4705 eV

Structure (XYZ):
```
20
Properties=species:S:1:pos:R:3:forces:R:3
C -1.56326 -1.94752 0.76091 -0.08 -2.38 -0.41
C -0.62675 -2.97114 0.62814 -0.23 1.45 0.02
C 0.33024 2.29032 -2.37403 -0.73 -1.02 0.30
C 0.28387 1.83312 -1.10951 1.38 -0.93 -1.25
C -1.21880 -0.70835 0.11344 0.90 -2.73 2.19
C 0.08388 -0.65661 -0.21452 -0.35 -1.29 0.18
C 0.82694 0.42008 -0.88857 -2.11 -0.28 -1.16
N 1.13215 0.14885 2.05047 1.48 1.72 1.22
O 0.04025 0.94585 2.46449 -0.16 0.61 0.36
O 2.13322 0.80217 2.15790 -2.38 -1.58 -0.42
S 0.81313 -2.25568 0.00354 -0.08 0.56 -0.74
H -2.50007 -2.18367 1.27379 0.05 0.40 -0.48
H -0.65942 -4.06732 0.79083 -0.10 1.16 0.26
H 0.23085 3.30249 -2.65477 -0.28 1.19 0.17
H 0.36336 1.64922 -3.27939 0.31 0.01 1.01
H 0.27329 2.45895 -0.22136 -0.34 0.18 -0.26
H -1.85101 0.05798 0.33657 -1.51 2.53 -0.37
H -0.83749 0.49439 2.48393 1.28 -0.49 -0.46
H 0.96953 -0.11927 -1.80026 0.35 0.55 -1.49
H 1.77608 0.50613 -0.52160 2.60 0.32 1.33
```
Positions in Å, forces in eV/Å.

=====

[2]
DFT (ωB97M-V with the def2-TZVPD basis set) results for an isolated molecule of C7H9NO2S.

Results
HOMO (alpha / beta)   -9.348 / -8.115 eV
Frontier orbital gap (alpha / beta)   8.7242 / 6.5181 eV

Structure (XYZ):
```
20
Properties=species:S:1:pos:R:3:forces:R:3
C 0.33388 1.00576 -0.68068 -2.40 -0.95 -0.62
C -1.83860 -0.48431 -1.09043 -0.76 1.20 -0.09
C -2.83050 -0.38782 0.13308 -0.26 1.93 -1.56
C 2.29042 -0.69191 -0.33248 2.39 0.62 -1.43
C 1.29534 0.29396 0.22200 -0.82 -1.31 1.87
C 0.26284 -0.85182 0.24624 -1.67 1.06 -0.87
C 1.61964 1.09258 1.50007 1.56 0.72 -2.42
N -0.56274 -0.15105 -0.68404 3.01 1.03 1.92
O 0.12937 2.08458 -1.14171 0.56 0.10 -0.04
O -2.59088 -1.25579 1.03910 1.05 -1.73 2.05
S 1.27329 -2.24448 -0.26458 -0.25 0.79 -0.31
H -1.68577 -1.39640 -1.56188 -0.91 -2.18 -0.81
H -2.23214 0.25753 -1.76028 0.06 0.29 -0.65
H -2.63990 0.70813 0.39620 -0.80 -0.83 0.14
H -3.84829 -0.61020 -0.26991 0.29 0.56 -0.22
H 2.77885 -0.28823 -1.29141 -0.71 -1.28 1.09
H 3.03930 -0.90695 0.41119 0.65 0.43 0.05
H 0.85502 1.91127 1.50698 1.09 -0.49 0.65
H 2.70273 1.44777 1.24362 -1.93 0.09 1.04
H 1.64816 0.46739 2.37893 -0.15 -0.04 0.22
```
Positions in Å, forces in eV/Å.

=====

[3]
DFT (ωB97M-V with the def2-TZVPD basis set) results for a structure of composition C7H9NO2S.

Results
HOMO   -9.405 eV
Frontier orbital gap   9.8660 eV

Structure (XYZ):
```
20
Properties=species:S:1:pos:R:3:forces:R:3
C -1.53888 -0.11971 1.68747 -2.24 1.20 -0.34
C -0.83735 -1.23423 1.83678 1.03 2.23 -4.47
C 0.76003 1.25278 0.56278 2.06 2.43 0.57
C 1.30719 -0.14830 -1.69094 2.23 -1.47 1.10
C -1.27744 0.37081 0.22383 0.03 -0.99 1.60
C 1.14144 -0.01639 -0.18641 -2.42 0.19 1.01
C -0.19259 -0.78246 -0.02503 -1.18 0.38 2.76
N -0.62360 1.68152 0.16883 2.24 -2.35 -0.45
O -1.09430 -0.97383 -2.53434 0.08 0.00 -0.15
O 0.47902 -2.73563 -1.77615 0.43 0.01 -0.04
S 0.01310 -1.38440 -1.71798 -1.25 -0.24 0.23
H -2.29880 0.46174 2.38266 1.83 -1.41 -1.07
H -0.45338 -1.85648 2.59147 0.14 -0.91 0.62
H 0.86954 0.95714 1.68053 -0.21 0.78 -1.65
H 1.47041 2.10964 0.30651 -0.76 -1.01 0.69
H 1.03220 0.76155 -2.07728 -0.77 1.84 -1.86
H 2.36861 -0.47688 -1.93759 -1.63 0.33 -0.14
H -2.02999 0.30727 -0.52565 -1.21 -0.11 -0.10
H 1.89043 -0.57025 0.25166 1.82 -0.78 1.45
H -0.98562 2.39609 0.77888 -0.22 -0.11 0.25
```
Positions in Å, forces in eV/Å.

=====

[4]
DFT (ωB97M-V with the def2-TZVPD basis set) results for a cluster of 2 separate species, C7H9NO3 in total.

Results
HOMO (alpha / beta)   -8.809 / -9.702 eV
Frontier orbital gap (alpha / beta)   7.2039 / 8.0444 eV

Structure (XYZ):
```
20
Properties=species:S:1:pos:R:3:forces:R:3
C -2.14091 1.09026 -0.29570 -2.03 -1.31 -0.44
C -2.02268 -0.10322 -1.15517 -1.56 0.48 -0.60
C -1.03853 1.50059 0.30789 0.65 -0.44 2.29
C -0.94606 -0.95423 -1.23754 -1.28 0.47 -0.25
C 0.26333 0.72618 0.23091 0.91 0.72 -0.86
C 0.18238 -0.58736 -0.45249 0.88 -1.43 1.15
C 1.15443 0.77227 1.49220 -0.46 1.19 0.61
N 1.47238 -1.10160 -0.95402 -1.32 0.41 -0.80
O 2.45919 -0.52222 -0.59504 1.56 0.23 -0.04
O 1.40316 -1.97602 -1.77557 0.48 -0.68 -0.47
O 0.76789 -2.11834 0.99394 -1.71 0.88 -0.86
H -3.26245 1.40261 -0.12755 2.72 0.02 -0.26
H -2.99523 -0.16533 -1.75201 1.77 -0.83 0.44
H -1.07614 2.20826 1.14516 0.07 0.21 -0.68
H -0.92615 -1.79193 -1.96160 0.12 0.63 0.89
H 0.91536 1.30217 -0.50753 -0.60 -0.40 0.40
H 2.10685 0.25651 1.36824 -0.10 0.79 -0.38
H 0.75494 0.27437 2.35555 -0.90 -0.27 0.21
H 1.21399 1.86242 1.75902 0.54 -0.99 -0.18
H 1.71425 -2.07537 1.16130 0.26 0.34 -0.17
```
Positions in Å, forces in eV/Å.